{
  "formula": "C5H13NO",
  "method": "ωB97M-V/def2-TZVPD",
  "de_lowest_ev": 1.4306,
  "energy_ha": -328.26627,
  "gap_ev": 9.98,
  "smiles": "C=CC[C@@H](C)N.O",
  "symbols": ["C", "C", "C", "C", "C", "N", "H", "H", "H", "H", "H", "H", "H", "H", "H", "H", "H", "H", "H", "O"],
  "xyz": [[1.75, 0.43, 0.10], [0.52, 0.41, -0.80], [-0.22, -0.94, -0.87], [-0.77, -1.29, 0.50], [-2.07, -1.30, 0.75], [0.81, 0.83, -2.15], [2.15, 1.44, 0.10], [1.56, 0.25, 1.16], [2.52, -0.27, -0.23], [-0.21, 1.11, -0.37], [0.52, -1.73, -1.09], [-0.95, -0.90, -1.66], [0.02, -1.49, 1.22], [-2.55, -1.38, 1.72], [-2.76, -0.99, -0.03], [1.28, 1.70, -2.35], [0.91, 0.13, -2.86], [-0.24, 1.78, 2.05], [-1.29, 0.68, 2.24], [-1.00, 1.53, 2.59]],
  "lowdin_charge": [-0.0770, -0.4816, -0.1780, -0.1903, -0.0023, 0.0304, 0.0763, 0.0629, 0.0804, 0.1273, 0.1179, 0.1124, 0.1019, 0.0585, 0.0651, 0.0709, 0.0678, 0.0176, -0.0040, -0.0561]
}



{
  "formula": "C5H13NO",
  "method": "ωB97M-V/def2-TZVPD",
  "de_lowest_ev": 1.5151,
  "energy_ha": -328.26317,
  "gap_ev": 9.06,
  "smiles": "C/C=C\\N.CCO",
  "symbols": ["C", "C", "O", "H", "H", "H", "H", "H", "H", "C", "N", "C", "C", "H", "H", "H", "H", "H", "H", "H"],
  "xyz": [[-1.66, 0.22, -1.22], [-2.03, 0.53, 0.21], [-1.60, 1.43, -1.96], [-1.26, 1.24, -2.84], [-2.38, -0.47, -1.67], [-0.63, -0.24, -1.21], [-1.15, 1.03, 0.68], [-2.92, 1.16, 0.25], [-2.21, -0.38, 0.77], [1.09, -0.61, 2.01], [1.68, -1.16, -0.85], [1.53, 0.14, -0.35], [1.23, 0.43, 0.93], [1.88, -1.85, -0.14], [2.30, -1.22, -1.64], [1.76, 0.93, -1.05], [1.23, 1.46, 1.23], [0.26, -1.28, 1.79], [0.91, -0.14, 2.97], [1.99, -1.22, 2.09]],
  "lowdin_charge": [-0.3409, -0.0900, -0.0818, 0.0804, 0.1099, 0.0825, 0.0604, 0.0737, 0.0707, -0.1136, 0.0478, -0.2552, -0.2070, 0.0717, 0.0810, 0.1124, 0.0916, 0.0693, 0.0679, 0.0691]
}



{
  "formula": "C5H13NO",
  "method": "ωB97M-V/def2-TZVPD",
  "de_lowest_ev": 2.8711,
  "energy_ha": -328.21333,
  "gap_ev": 8.16,
  "symbols": ["C", "C", "C", "C", "C", "N", "O", "H", "H", "H", "H", "H", "H", "H", "H", "H", "H", "H", "H", "H"],
  "xyz": [[1.57, 0.37, 0.26], [-1.97, -0.83, -0.05], [1.78, -0.47, -0.89], [1.67, -0.19, 1.64], [-2.77, 0.19, -0.87], [1.37, 1.68, 0.12], [-0.60, -0.64, -0.14], [1.21, 2.05, -0.80], [0.98, 2.20, 0.89], [-2.31, -0.77, 1.00], [-2.26, -1.85, -0.39], [0.64, -0.83, -0.95], [2.05, 0.06, -1.80], [2.41, -1.33, -0.70], [1.28, -1.20, 1.64], [2.73, -0.21, 1.94], [1.12, 0.40, 2.36], [-3.85, 0.03, -0.79], [-2.55, 1.21, -0.53], [-2.49, 0.13, -1.93]],
  "lowdin_charge": [-0.3724, -0.4397, -0.0520, -0.0234, -0.1222, 0.1836, -0.3353, 0.1268, 0.1232, 0.0915, 0.0934, 0.0962, 0.0870, 0.0922, 0.0935, 0.0967, 0.0882, 0.0586, 0.0546, 0.0593]
}



{
  "formula": "C5H13NO",
  "method": "ωB97M-V/def2-TZVPD",
  "de_lowest_ev": 2.9375,
  "energy_ha": -328.21089,
  "gap_ev": 10.18,
  "smiles": "CCC[C@H](N)CO",
  "symbols": ["C", "O", "C", "C", "C", "C", "N", "H", "H", "H", "H", "H", "H", "H", "H", "H", "H", "H", "H", "H"],
  "xyz": [[0.26, 1.40, 0.65], [0.00, 2.52, -0.22], [1.07, 0.43, -0.21], [0.34, -0.91, -0.28], [-1.23, -0.72, -0.71], [-2.18, -1.39, 0.29], [2.43, 0.30, 0.38], [0.91, 1.87, 1.55], [-0.67, 1.15, 0.85], [0.89, 2.90, -0.28], [1.15, 0.74, -1.33], [0.85, -1.73, -0.86], [0.22, -1.58, 0.56], [-1.41, 0.42, -0.87], [-1.19, -1.14, -1.70], [-3.16, -0.95, 0.38], [-1.82, -1.26, 1.33], [-2.38, -2.45, 0.02], [2.77, -0.58, 0.46], [3.15, 1.00, -0.02]],
  "lowdin_charge": [-0.2112, -0.1089, -0.3783, -0.1722, -0.2241, -0.1231, 0.0241, 0.1641, 0.0428, 0.0865, 0.1710, 0.1106, 0.0841, 0.1233, 0.0808, 0.0520, 0.0770, 0.0819, 0.0059, 0.1139]
}



{
  "formula": "C5H13NO",
  "method": "ωB97M-V/def2-TZVPD",
  "de_lowest_ev": 1.1112,
  "energy_ha": -328.27801,
  "gap_ev": 9.71,
  "smiles": "C[C@@H]1CCCN1.O",
  "symbols": ["N", "C", "C", "C", "C", "C", "H", "H", "H", "H", "H", "H", "H", "H", "H", "H", "H", "H", "H", "O"],
  "xyz": [[0.53, 0.08, 0.45], [0.79, 1.40, -0.20], [-0.57, 2.03, -0.36], [-1.42, 0.86, -0.84], [-0.81, -0.35, -0.08], [-0.62, -1.61, -0.89], [0.55, 0.04, 1.46], [1.47, 2.02, 0.38], [1.26, 1.13, -1.14], [-0.61, 2.84, -1.09], [-0.86, 2.52, 0.57], [-1.32, 0.67, -1.91], [-2.50, 0.96, -0.72], [-1.46, -0.41, 0.80], [-1.36, -1.78, -1.68], [-0.68, -2.54, -0.31], [0.37, -1.57, -1.34], [2.03, -2.71, 1.91], [2.89, -1.44, 2.39], [2.34, -2.15, 2.62]],
  "lowdin_charge": [-0.0449, -0.2150, -0.1953, -0.1614, -0.3840, -0.0712, 0.0909, 0.1091, 0.1061, 0.1041, 0.1095, 0.1062, 0.1074, 0.1331, 0.0708, 0.0675, 0.0745, 0.0352, -0.0035, -0.0393]
}



{
  "formula": "C5H13NO",
  "method": "ωB97M-V/def2-TZVPD",
  "de_lowest_ev": 2.2720,
  "energy_ha": -328.23535,
  "gap_ev": 10.25,
  "smiles": "CCCCNCO",
  "symbols": ["C", "N", "C", "O", "C", "C", "C", "H", "H", "H", "H", "H", "H", "H", "H", "H", "H", "H", "H", "H"],
  "xyz": [[-0.24, -1.06, 0.04], [0.04, -0.47, 1.42], [1.38, -0.93, 1.98], [1.61, 0.01, 3.01], [0.33, -0.24, -1.18], [-0.22, 1.22, -1.53], [-1.70, 1.18, -1.27], [0.30, -2.05, 0.06], [-1.29, -1.22, -0.16], [-0.69, -0.78, 2.04], [2.05, -0.66, 1.03], [1.31, -1.99, 2.28], [1.43, 0.92, 2.57], [0.02, -0.80, -2.08], [1.39, -0.13, -1.13], [0.25, 2.06, -1.01], [0.09, 1.41, -2.62], [-2.26, 2.01, -1.73], [-1.97, 0.24, -1.53], [-1.83, 1.27, -0.20]],
  "lowdin_charge": [-0.2069, -0.0767, -0.2840, -0.1088, -0.1876, -0.2522, -0.1290, 0.1114, 0.0866, 0.0863, 0.1426, 0.1196, 0.1349, 0.1050, 0.0729, 0.0912, 0.1155, 0.0853, 0.0194, 0.0746]
}